Entry 1:
Formula: C5H8N2
Source: the Open Molecules 2025 dataset
Level of theory: ωB97M-V with the def2-TZVPD basis set

Values from the calculation:
2S+1: 1
Lowest unoccupied orbital energy in eV: 0.13
Kohn-Sham gap in eV: 7.308

Geometry as XYZ:
```
15
Properties=species:S:1:pos:R:3:forces:R:3:nbo_charge:R:1
C 2.04033 1.41683 0.35136 0.1 0.1 0.0 -0.62
C 0.87346 0.53721 0.01854 0.0 0.0 -0.1 -0.12
C 0.68552 -0.13264 -1.19102 0.3 0.2 -0.1 -0.09
N -0.45296 -0.85293 -1.19684 0.0 0.1 0.1 -0.56
C -0.97217 -0.63481 0.01713 0.0 0.0 -0.2 0.14
N -2.26450 -1.34185 0.08221 -0.2 -0.1 0.0 -0.69
C -0.23685 0.21118 0.83742 -0.1 -0.1 0.0 -0.37
H 1.72814 2.33803 0.85580 0.0 -0.1 -0.1 0.20
H 2.77039 0.91558 0.99902 -0.1 0.1 -0.1 0.20
H 2.56189 1.70468 -0.56896 -0.1 0.0 0.2 0.21
H 1.32121 -0.12541 -2.06882 0.0 0.1 0.1 0.19
H -2.18183 -1.71991 -0.88089 -0.4 -0.2 0.2 0.47
H -2.34259 -2.11232 0.75085 0.1 0.2 0.0 0.41
H -3.10031 -0.75506 0.14503 0.2 0.0 0.1 0.41
H -0.42974 0.55143 1.84917 0.0 -0.1 -0.2 0.21
```
Forces are in eV/Å.

***

Entry 2:
Formula: C5H8N2
Source: the Open Molecules 2025 dataset
Level of theory: ωB97M-V with the def2-TZVPD basis set

Values from the calculation:
2S+1: 1
Lowest unoccupied orbital energy (spin up / spin down) in eV: -0.15 / -0.14
Kohn-Sham gap (spin up / spin down) in eV: 6.594 / 6.598

Geometry as XYZ:
```
15
Properties=species:S:1:pos:R:3:forces:R:3:nbo_charge:R:1
C 1.52617 0.26012 0.41142 0.0 -0.9 -0.2 0.07
C -0.75661 1.54297 -0.11281 0.0 0.5 -0.4 -0.06
N 1.90633 -0.88357 -0.14738 -0.3 0.5 0.1 -0.71
C -1.33398 2.45971 0.65486 0.0 -0.2 0.1 -0.57
C -1.03415 -2.08693 -0.81887 0.1 0.1 0.1 -0.61
N -0.66229 0.23554 0.05649 0.6 -0.2 0.3 -0.41
C -1.03303 -0.89785 -0.23214 -0.1 0.0 -0.2 0.24
H 2.10798 -0.89619 -1.13687 0.0 0.1 0.1 0.41
H 1.53156 -1.75519 0.20929 0.1 0.1 0.1 0.42
H 1.31855 0.26829 1.47039 -0.1 0.0 0.0 0.22
H 1.78081 1.18586 -0.08124 -0.2 0.0 0.0 0.24
H -1.90308 2.21001 1.55186 0.1 0.0 0.0 0.17
H -1.27880 3.50842 0.39351 0.0 0.0 0.0 0.20
H -1.68250 -2.88383 -0.47634 0.1 0.0 0.1 0.22
H -0.48694 -2.26736 -1.74218 0.0 0.1 0.0 0.20
```
Forces are in eV/Å.

***

Entry 3:
Formula: C5H8N2
Source: the Open Molecules 2025 dataset
Level of theory: ωB97M-V with the def2-TZVPD basis set

Values from the calculation:
2S+1: 1
Lowest unoccupied orbital energy in eV: 1.00
Kohn-Sham gap in eV: 9.843

Geometry as XYZ:
```
15
Properties=species:S:1:pos:R:3:forces:R:3:nbo_charge:R:1
C -1.28071 2.13721 0.08927 0.0 0.1 0.0 -0.62
C -0.69897 0.75624 0.11957 0.0 -0.1 0.0 -0.14
C -1.32020 -0.44114 0.53526 -0.1 0.0 0.0 -0.06
N -0.51156 -1.48874 0.44082 0.0 0.2 -0.1 -0.26
N 0.63648 -0.98900 -0.03085 0.0 0.1 0.0 -0.16
C 1.74541 -1.87151 -0.31857 0.1 -0.1 0.0 -0.40
C 0.56759 0.34763 -0.24128 0.0 0.0 0.0 -0.06
H -1.80170 2.34338 -0.85248 0.1 -0.1 0.1 0.22
H -0.50466 2.89870 0.21037 -0.1 -0.1 0.0 0.22
H -2.00593 2.27482 0.89742 0.1 0.0 -0.1 0.22
H -2.32634 -0.57350 0.91394 0.1 0.0 0.0 0.20
H 1.70790 -2.23734 -1.35020 0.0 0.1 0.1 0.20
H 1.68746 -2.71885 0.36563 0.0 0.1 -0.1 0.23
H 2.68669 -1.33847 -0.16143 -0.1 -0.1 0.0 0.21
H 1.41855 0.90055 -0.61746 -0.1 -0.1 0.1 0.21
```
Forces are in eV/Å.

***

Entry 4:
Formula: C5H8N2
Source: the Open Molecules 2025 dataset
Level of theory: ωB97M-V with the def2-TZVPD basis set

Values from the calculation:
2S+1: 1
Lowest unoccupied orbital energy in eV: 1.08
Kohn-Sham gap in eV: 8.381

Geometry as XYZ:
```
15
Properties=species:S:1:pos:R:3:forces:R:3:nbo_charge:R:1
C -0.28371 2.01684 0.45027 -0.4 0.5 0.1 -0.62
C -0.73667 0.59271 0.82300 0.6 0.1 -0.5 0.03
C 0.44060 -0.12838 0.88378 0.3 -0.4 0.0 -0.24
C 0.45380 -1.07251 -0.14889 -0.1 -0.2 0.2 0.05
N 1.63544 -1.60387 -0.68626 0.0 -0.4 0.1 -0.81
C -0.82675 -1.09891 -0.67380 0.0 -0.1 0.0 -0.10
N -1.54045 -0.08482 -0.09231 0.2 0.1 -0.2 -0.51
H -1.06844 2.54066 -0.08326 -0.2 0.4 0.2 0.21
H 0.08832 2.59360 1.29769 -0.3 0.1 0.0 0.22
H 0.56444 1.93270 -0.26038 -0.5 0.1 0.2 0.20
H 1.29369 0.26351 1.42222 0.1 -0.1 -0.3 0.21
H 1.49076 -2.34274 -1.35641 0.0 -0.1 0.1 0.37
H 2.29232 -1.87748 0.02920 0.0 -0.1 -0.1 0.37
H -1.26084 -1.73992 -1.42920 0.0 0.0 0.2 0.21
H -2.54252 0.00861 -0.17565 0.3 0.3 -0.1 0.41
```
Forces are in eV/Å.

***

Entry 5:
Formula: C5H8N2
Source: the Open Molecules 2025 dataset
Level of theory: ωB97M-V with the def2-TZVPD basis set

Values from the calculation:
2S+1: 1
Lowest unoccupied orbital energy in eV: 0.90
Kohn-Sham gap in eV: 9.149

Geometry as XYZ:
```
15
Properties=species:S:1:pos:R:3:forces:R:3:nbo_charge:R:1
C -0.81786 -0.42895 -1.04027 -0.2 0.2 -0.1 -0.16
C -1.84110 0.34740 -0.87654 0.2 -0.1 -0.2 -0.25
C -1.90073 -0.96433 -0.15091 -0.2 -0.3 0.2 -0.43
H 0.13469 -0.65579 -1.49591 -0.2 0.0 0.1 0.24
H -2.37528 1.24870 -1.13673 0.1 -0.1 0.1 0.23
H -2.55357 -1.75487 -0.52872 0.1 0.1 0.1 0.18
H -1.74844 -1.00932 0.93316 0.0 0.1 -0.2 0.18
N 0.01827 1.88172 1.27328 0.4 -0.5 -0.1 -0.61
C 0.78378 0.93808 1.06322 -0.2 0.1 0.0 0.35
C 1.54603 -0.10872 0.83685 -0.2 0.1 0.2 -0.23
N 2.40352 -0.30535 -0.28342 0.2 0.2 0.0 -0.82
H -0.86487 1.73243 0.76446 0.1 0.1 0.1 0.37
H 1.44406 -0.95201 1.51239 0.0 0.1 0.0 0.23
H 3.35692 -0.47263 0.02405 -0.1 0.0 -0.1 0.37
H 2.41458 0.50364 -0.89492 0.0 -0.1 0.1 0.37
```
Forces are in eV/Å.

***

Entry 6:
Formula: C5H8N2
Source: the Open Molecules 2025 dataset
Level of theory: ωB97M-V with the def2-TZVPD basis set

Values from the calculation:
2S+1: 1
Lowest unoccupied orbital energy in eV: 0.82
Kohn-Sham gap in eV: 8.483

Geometry as XYZ:
```
15
Properties=species:S:1:pos:R:3:forces:R:3:nbo_charge:R:1
C -1.33859 -0.20035 2.03804 -0.1 0.1 0.1 -0.48
C -0.41719 -0.05153 1.10250 -0.3 0.4 -1.2 0.03
C 0.98828 -0.33325 0.91079 0.5 0.2 -0.3 -0.35
C 0.99823 0.09399 -0.37618 0.1 -0.2 0.4 0.23
N 1.90005 0.09217 -1.40286 -0.1 0.1 0.1 -0.80
C -0.46254 0.50491 -0.38165 0.0 -0.1 0.9 -0.10
N -1.37862 -0.11394 -1.29879 -0.5 -0.4 -0.3 -0.83
H -2.34555 0.15227 1.89369 -0.2 0.0 -0.1 0.21
H -1.10522 -0.64710 2.99130 0.1 -0.1 0.1 0.20
H 1.75760 -0.66336 1.58525 0.1 -0.2 0.1 0.21
H 1.74444 0.76157 -2.14095 0.1 -0.1 0.1 0.39
H 2.86816 -0.03390 -1.14984 0.0 0.0 -0.1 0.39
H -0.62647 1.58671 -0.40130 0.2 0.0 0.0 0.19
H -1.50607 -1.10122 -1.10527 0.1 0.1 0.1 0.37
H -1.07650 -0.04696 -2.26474 0.0 0.2 0.1 0.36
```
Forces are in eV/Å.

***

Entry 7:
Formula: C5H8N2
Source: the Open Molecules 2025 dataset
Level of theory: ωB97M-V with the def2-TZVPD basis set

Values from the calculation:
2S+1: 1
Lowest unoccupied orbital energy in eV: 0.56
Kohn-Sham gap in eV: 7.152

Geometry as XYZ:
```
15
Properties=species:S:1:pos:R:3:forces:R:3:nbo_charge:R:1
C -2.39884 0.08715 -0.17273 -0.1 0.0 0.0 -0.40
N -0.97374 -0.01055 0.08967 0.2 -0.1 0.1 -0.31
C -0.39759 -0.86516 0.95130 0.0 0.0 -0.1 0.21
N 0.91258 -0.75760 0.80742 0.1 0.0 -0.1 -0.56
C 1.23342 0.18978 -0.15015 -0.1 -0.1 0.1 0.17
C 2.70805 0.17544 -0.24878 0.0 0.3 -0.3 -0.92
C 0.02829 0.66668 -0.60291 0.0 0.0 -0.1 -0.13
H -2.59903 -0.18486 -1.21292 0.0 0.1 0.2 0.22
H -2.93278 -0.60424 0.48310 0.1 0.1 -0.1 0.22
H -2.75533 1.10384 0.01287 0.1 -0.1 0.0 0.22
H -0.94239 -1.52597 1.61085 0.1 0.1 -0.1 0.22
H 3.14641 1.01716 0.30136 0.0 -0.1 0.0 0.20
H 2.02830 -1.04471 0.90012 -0.3 -0.1 0.1 0.46
H 3.07732 0.20244 -1.28013 0.0 0.0 0.2 0.20
H -0.22454 1.42027 -1.33561 0.1 -0.2 0.1 0.22
```
Forces are in eV/Å.

***

Entry 8:
Formula: C5H8N2
Source: the Open Molecules 2025 dataset
Level of theory: ωB97M-V with the def2-TZVPD basis set

Values from the calculation:
2S+1: 1
Lowest unoccupied orbital energy in eV: 0.94
Kohn-Sham gap in eV: 11.311

Geometry as XYZ:
```
15
Properties=species:S:1:pos:R:3:forces:R:3:nbo_charge:R:1
N 1.40862 2.63932 0.46857 -0.2 -1.0 0.1 -0.33
C 1.14684 1.51220 0.47856 0.3 1.0 0.0 0.26
C 0.82593 0.06068 0.39674 -0.2 0.0 0.1 -0.14
N 1.95996 -0.75095 -0.01270 0.1 0.1 -0.1 -0.79
C -0.36317 -0.06877 -0.52921 0.1 0.1 -0.1 -0.23
C -1.67600 0.39352 0.02454 -0.1 0.1 0.0 -0.41
C -1.44320 -1.06792 -0.25768 0.0 -0.2 0.0 -0.41
H 0.51516 -0.27162 1.39567 0.1 0.1 -0.1 0.23
H 2.73848 -0.59149 0.62094 -0.1 -0.1 -0.1 0.37
H 2.27210 -0.45571 -0.93385 0.0 -0.1 0.1 0.36
H -0.15110 0.16399 -1.57136 0.0 0.0 0.2 0.22
H -1.66800 0.71434 1.06495 0.0 -0.1 -0.2 0.21
H -2.32530 0.98957 -0.60766 0.0 -0.2 0.0 0.23
H -1.92839 -1.51991 -1.11829 0.1 0.1 0.2 0.22
H -1.31192 -1.74727 0.58079 0.0 0.2 -0.1 0.22
```
Forces are in eV/Å.

***

Entry 9:
Formula: C5H8N2
Source: the Open Molecules 2025 dataset
Level of theory: ωB97M-V with the def2-TZVPD basis set

Values from the calculation:
2S+1: 1
Lowest unoccupied orbital energy in eV: 1.00
Kohn-Sham gap in eV: 10.999

Geometry as XYZ:
```
15
Properties=species:S:1:pos:R:3:forces:R:3:nbo_charge:R:1
C 1.69060 -0.39863 -0.61824 -0.4 0.4 0.6 -0.63
C 0.63390 0.30010 0.31516 0.3 -0.4 -0.7 -0.22
C -0.41467 1.22382 -0.29861 -0.4 0.4 0.1 -0.23
N -1.19518 0.82719 0.89884 -0.9 0.1 0.0 -0.60
C -0.55813 -0.50321 0.85838 -0.5 -0.1 0.4 -0.17
C -1.21481 -1.44632 -0.05991 -0.4 -0.9 -1.0 0.26
N -1.72804 -2.20413 -0.77287 0.6 0.9 0.9 -0.32
H 1.18340 -0.92676 -1.46135 0.0 0.5 0.7 0.23
H 2.38055 0.31026 -1.09078 -0.2 0.0 0.3 0.22
H 2.28832 -1.16312 -0.11079 -0.1 0.2 0.1 0.22
H 0.58333 0.91329 1.29441 2.9 -0.8 -1.1 0.27
H -0.87093 0.86682 -1.23083 0.2 0.0 0.0 0.18
H -0.16507 2.28836 -0.37572 -0.1 -0.2 0.0 0.20
H -2.18872 0.89138 0.89355 -0.8 -0.1 -0.3 0.37
H -0.40854 -1.00030 1.82291 -0.1 0.1 -0.1 0.23
```
Forces are in eV/Å.

***

Entry 10:
Formula: C5H8N2
Source: the Open Molecules 2025 dataset
Level of theory: ωB97M-V with the def2-TZVPD basis set

Values from the calculation:
2S+1: 1
Lowest unoccupied orbital energy in eV: 1.09
Kohn-Sham gap in eV: 8.535

Geometry as XYZ:
```
15
Properties=species:S:1:pos:R:3:forces:R:3:nbo_charge:R:1
C 2.28715 0.16563 -0.07480 0.1 0.1 0.0 -0.39
N 0.90426 0.06237 0.34935 -0.2 -0.2 0.0 -0.35
C 0.38240 -1.20241 0.35223 -0.1 -0.1 0.2 -0.04
C -0.95311 -1.15628 0.09916 -0.1 0.0 0.2 -0.34
C -1.29659 0.22772 0.00817 0.1 0.0 0.0 0.11
N -2.61697 0.70091 -0.04372 -0.1 0.1 -0.2 -0.81
C -0.13753 0.95577 0.13031 -0.1 0.0 -0.1 -0.16
H 2.61998 -0.87250 -0.08176 0.6 0.3 0.2 0.21
H 2.37961 0.51457 -1.10919 -0.1 0.1 0.2 0.20
H 2.90210 0.79225 0.57984 -0.1 -0.1 -0.1 0.20
H 1.01371 -2.01656 0.67655 0.0 -0.1 -0.5 0.20
H -1.60478 -2.01155 -0.01837 -0.1 0.2 0.3 0.22
H -3.22784 0.05028 -0.51988 0.0 0.1 0.0 0.37
H -2.69363 1.61616 -0.46418 0.0 0.0 0.0 0.37
H 0.01156 2.02811 0.14816 0.1 -0.2 -0.1 0.21
```
Forces are in eV/Å.

***

Electronic energy / eV: -8293.16624 -8288.91714 -8294.44368 -8293.01515 -8290.41785 -8293.09902 -8291.42135 -8293.71378 -8292.48636 -8294.19182
Relative energy (zero: lowest compared OMol25 entry of this formula, charge and spin) / kcal per mole: 42.20 140.19 12.74 45.69 105.58 43.75 82.44 29.58 57.88 18.55